Record 1
Molecular formula: C16H32Cl16
Method: DFT, ωB97M-V/def2-TZVPD

```
! RIJCOSX wB97M-V def2-TZVPD def2/J DEFGRID3
* xyz 0 1
Cl 1.981 4.452 1.960
C 2.106 3.285 3.317
C 3.544 2.770 3.352
Cl 3.622 1.410 4.498
H 1.418 2.469 3.109
H 1.784 3.787 4.223
H 4.185 3.563 3.723
H 3.794 2.418 2.358
Cl -1.101 -2.060 4.665
C -2.225 -1.729 3.309
C -3.559 -1.113 3.696
Cl -3.680 0.552 3.009
H -2.374 -2.669 2.778
H -1.677 -1.097 2.616
H -3.680 -1.084 4.778
H -4.399 -1.710 3.351
Cl 4.091 -3.030 1.169
C 3.048 -1.577 1.162
C 3.695 -0.339 0.587
Cl 5.116 0.105 1.617
H 2.668 -1.394 2.163
H 2.181 -1.834 0.548
H 2.942 0.434 0.743
H 4.041 -0.319 -0.436
Cl 2.075 1.163 -1.982
C 2.339 0.518 -3.627
C 2.944 -0.848 -3.598
Cl 1.867 -2.093 -2.964
H 3.006 1.221 -4.125
H 1.367 0.573 -4.113
H 3.863 -0.844 -3.013
H 3.220 -1.139 -4.613
Cl -0.028 -4.165 0.252
C -0.517 -5.842 -0.102
C -0.992 -6.530 1.157
Cl -2.355 -5.658 1.909
H 0.314 -6.336 -0.598
H -1.344 -5.861 -0.814
H -0.181 -6.618 1.887
H -1.321 -7.569 1.113
Cl -2.079 3.923 -1.326
C -0.382 4.144 -0.859
C 0.082 5.564 -1.116
Cl -0.661 6.753 -0.036
H 0.237 3.497 -1.482
H -0.265 3.875 0.188
H -0.264 5.840 -2.114
H 1.167 5.630 -1.154
Cl -1.976 1.073 -4.255
C -3.607 0.386 -4.181
C -4.466 0.993 -3.091
Cl -5.204 2.541 -3.617
H -3.513 -0.673 -3.950
H -4.136 0.540 -5.117
H -3.995 1.209 -2.135
H -5.303 0.329 -2.876
Cl 0.187 0.952 1.195
C -1.171 0.519 0.100
C -0.732 -0.740 -0.607
Cl -2.028 -1.482 -1.573
H -1.266 1.400 -0.532
H -2.107 0.464 0.653
H -0.394 -1.507 0.083
H 0.100 -0.492 -1.258
*
```

* max |F|: 1.42 eV/Å
* HOMO-LUMO gap: 0.3979 Eh
* SMILES: ClCCCl.ClCCCl.ClCCCl.ClCCCl.ClCCCl.ClCCCl.ClCCCl.ClCCCl
* energy above the lowest of the compared OMol25 structures with the same formula, charge and spin: 0.508 eV
* HOMO level: -0.3865 Eh
* LUMO level: 0.0114 Eh

=====

Record 2
Molecular formula: C16H32GeInO12Se
Method: DFT, ωB97M-V/def2-TZVPD

```
! RIJCOSX wB97M-V def2-TZVPD def2/J DEFGRID3
* xyz 0 2
In 0.104 -0.561 -0.430
O -3.902 1.913 0.224
C -2.619 1.828 0.519
O -1.762 1.710 -0.331
C -2.346 2.130 1.974
O -1.151 1.560 2.444
C -1.152 0.233 2.903
C -1.525 -0.788 1.812
O -0.752 -1.752 1.585
O -2.555 -0.477 1.209
H -4.015 1.664 -0.708
H -3.205 1.858 2.583
H -2.182 3.210 2.034
H -1.798 0.110 3.778
H 0.675 0.874 3.081
C -0.730 -2.642 -3.612
C 0.087 -3.236 -2.472
C -0.823 -3.871 -1.432
C 1.082 -4.261 -3.000
O 0.805 -2.184 -1.809
Ge 2.358 -1.201 -2.252
O 2.348 -0.832 -0.376
C 3.111 -1.590 0.607
C 2.349 -2.839 1.029
C 4.453 -1.975 -0.003
C 3.327 -0.675 1.797
O 1.194 0.255 -2.296
C 1.203 1.508 -2.999
C 2.269 1.474 -4.085
C -0.169 1.701 -3.624
C 1.504 2.608 -1.992
H -1.336 -3.408 -4.098
H -1.397 -1.863 -3.234
H -0.076 -2.191 -4.361
H -1.412 -4.675 -1.877
H -0.236 -4.280 -0.610
H -1.513 -3.134 -1.013
H 0.554 -5.090 -3.471
H 1.750 -3.815 -3.739
H 1.690 -4.652 -2.183
H 2.207 -3.508 0.179
H 2.900 -3.372 1.805
H 1.368 -2.589 1.434
H 4.324 -2.650 -0.851
H 4.987 -1.089 -0.350
H 5.065 -2.482 0.742
H 2.388 -0.499 2.316
H 4.013 -1.127 2.514
H 3.740 0.281 1.471
H 2.098 0.640 -4.768
H 2.245 2.401 -4.660
H 3.266 1.362 -3.656
H -0.363 0.915 -4.356
H -0.945 1.665 -2.861
H -0.224 2.668 -4.128
H 2.479 2.443 -1.531
H 1.506 3.586 -2.476
H 0.747 2.617 -1.206
O 1.786 1.092 5.343
Se 0.602 0.019 5.513
O 0.959 -1.536 5.640
O 0.194 0.070 3.349
O -0.861 0.527 5.943
*
```

* max |F|: 0.81 eV/Å
* HOMO-LUMO gap (alpha / beta): 0.2854 / 0.2757 Eh
* energy above the lowest of the compared OMol25 structures with the same formula, charge and spin: 1.994 eV
* HOMO level (alpha / beta): -0.2879 / -0.3406 Eh
* LUMO level (alpha / beta): -0.0025 / -0.0649 Eh

=====

Record 3
Molecular formula: C16H32I2LaNOP2Si
Method: DFT, ωB97M-V/def2-TZVPD

```
! RIJCOSX wB97M-V def2-TZVPD def2/J DEFGRID3
* xyz 2 1
I 0.431 -0.452 -6.000
I -0.282 2.118 -5.115
La 0.086 -0.020 -1.258
P -2.695 0.276 -1.591
C -3.591 1.861 -1.161
C -3.131 -0.266 -3.277
H -4.204 -0.452 -3.388
H -4.272 -1.222 -0.482
H -2.605 -1.204 -3.488
H -2.695 -1.948 -0.654
H -3.327 2.682 -1.861
H -2.835 0.464 -4.037
C -3.206 -1.009 -0.418
H -4.703 1.787 -1.179
H -3.009 -0.731 0.619
H -3.331 2.205 -0.138
P 2.881 0.371 -1.580
C 3.723 1.982 -1.151
C 3.445 -0.883 -0.401
H 2.861 -1.110 -3.464
H 4.429 -0.303 -3.346
H 3.046 0.566 -4.015
C 3.350 -0.153 -3.252
H 2.988 -1.848 -0.631
H 4.523 -1.035 -0.449
H 4.837 1.944 -1.161
H 3.445 2.316 -0.131
H 3.225 -0.601 0.631
H 3.440 2.794 -1.851
C 0.144 2.407 -1.332
O 0.224 3.563 -1.414
C -0.638 2.847 1.865
Si -0.352 1.053 2.305
C 1.102 1.148 3.477
C -1.947 0.579 3.159
N -0.047 -0.128 1.021
C 0.117 -1.489 1.318
C 0.246 -2.482 0.265
C 0.435 -3.836 0.604
C 0.467 -4.265 1.920
C 0.325 -3.327 2.945
C 0.161 -1.971 2.651
H -0.922 3.270 2.843
H -1.463 3.024 1.174
H 0.262 3.373 1.537
H 0.855 1.867 4.270
H 1.391 0.226 3.987
H 2.004 1.522 2.981
H -2.810 0.643 2.487
H -1.973 -0.411 3.622
H -2.112 1.312 3.960
H 0.175 -2.276 -0.828
H 0.543 -4.541 -0.245
H 0.598 -5.332 2.170
H 0.340 -3.639 4.010
H 0.056 -1.266 3.476
*
```

* max |F|: 8.20 eV/Å
* HOMO-LUMO gap: 0.2035 Eh
* HOMO level: -0.4940 Eh
* LUMO level: -0.2905 Eh

=====

Record 4
Molecular formula: C16H32N2O8
Method: DFT, ωB97M-V/def2-TZVPD

```
! RIJCOSX wB97M-V def2-TZVPD def2/J DEFGRID3
* xyz 0 1
O 1.545 -0.492 3.422
C 2.466 0.462 3.260
O 3.947 0.218 3.243
C 4.515 1.311 4.100
O 5.540 1.226 4.958
C 3.584 2.587 3.652
C 3.884 4.224 3.726
O 5.210 4.518 4.321
O 5.224 5.833 4.439
C 2.292 2.085 3.105
C 1.091 3.023 2.500
C -0.429 2.524 2.856
C -0.756 2.419 4.471
O -1.202 3.740 5.010
H 3.071 4.642 4.492
H 3.708 4.774 2.706
H 5.558 6.152 3.545
H 1.200 3.005 1.313
H 1.234 4.155 2.842
H -0.752 1.539 2.268
H -1.160 3.371 2.439
H 0.179 2.071 5.082
H -1.635 1.622 4.594
H -0.376 4.241 5.330
C -0.984 1.677 -2.292
O -1.894 2.058 -1.272
C -3.200 1.485 -1.401
C -3.316 0.039 -0.868
C -2.710 -1.006 -1.802
N -2.703 -0.097 0.462
H -1.478 1.547 -3.260
H -0.459 0.766 -2.005
H -0.235 2.469 -2.390
H -3.859 2.120 -0.796
H -3.558 1.565 -2.434
H -4.385 -0.192 -0.778
H -1.617 -1.029 -1.758
H -3.057 -2.009 -1.528
H -3.007 -0.825 -2.840
H -3.181 0.533 1.107
H -1.758 0.293 0.401
C -2.286 -5.000 -4.448
O -1.875 -4.328 -3.267
C -0.712 -4.883 -2.646
C 0.625 -4.436 -3.281
C 0.936 -5.135 -4.603
N 0.663 -2.982 -3.490
H -2.103 -6.077 -4.395
H -1.788 -4.569 -5.317
H -3.360 -4.838 -4.574
H -0.730 -4.518 -1.611
H -0.787 -5.976 -2.589
H 1.426 -4.703 -2.581
H 0.352 -4.738 -5.438
H 1.992 -5.003 -4.865
H 0.744 -6.211 -4.533
H 0.555 -2.520 -2.586
H -0.191 -2.725 -3.995
*
```

* max |F|: 9.75 eV/Å
* HOMO-LUMO gap: 0.2915 Eh
* SMILES: O=C1OC(=O)C(COO)=C1CCCO.COC[C@@H](C)N.COC[C@@H](C)N
* energy above the lowest of the compared OMol25 structures with the same formula, charge and spin: 11.241 eV
* HOMO level: -0.3430 Eh
* LUMO level: -0.0515 Eh

=====

no.,molar mass (g/mol)
1,791.68
2,682.81
3,737.19
4,380.44